a.
# C5H6O3

An isolated molecule of C5H6O3 (the ωB97M-V functional and the def2-TZVPD basis, the Open Molecules 2025 dataset).

```
! wB97M-V def2-TZVPD RIJCOSX def2/J DEFGRID3
* xyz 0 1
C 1.609 -0.675 -0.869
C 0.815 -0.206 -1.860
O -0.347 0.253 -1.230
C -0.173 0.081 0.134
C -0.569 1.315 1.096
O -1.756 0.561 1.329
C -1.255 -0.713 0.795
O 1.073 -0.435 0.382
H 2.529 -1.080 -0.871
H 1.024 -0.285 -2.911
H -0.516 2.463 0.613
H 0.387 1.411 1.770
H -1.993 -1.115 0.154
H -0.828 -1.575 1.468
*
```

For the gap between HOMO and LUMO, the calculation gives 9.2 eV. For the LUMO energy, the calculation gives 0.94 eV. The value obtained for the HOMO energy is -8.3 eV.

These are the Löwdin partial charges, in e, on atoms 1 to 6: atom 1 (C): -0.059, atom 2 (C): -0.032, atom 3 (O): 0.023, atom 4 (C): -0.525, atom 5 (C): -0.087, atom 6 (O): -0.089



b.
# C5H6O3

A cluster of 2 separate species, C5H6O3 in total (the ωB97M-V functional and the def2-TZVPD basis, the Open Molecules 2025 dataset).

```
! wB97M-V def2-TZVPD RIJCOSX def2/J DEFGRID3
* xyz 0 1
C 1.841 3.198 0.991
C 1.069 2.088 0.125
C 1.244 0.736 0.074
C -0.329 -1.238 -0.043
C -1.691 -1.211 -0.767
H 1.158 3.690 1.699
H 1.920 4.549 0.237
H 2.943 2.930 1.463
H 0.122 2.370 -0.293
H 1.992 0.125 0.400
H -1.831 -0.423 -1.497
O 0.179 -0.015 -0.449
O 0.003 -2.123 0.726
O -2.571 -2.196 -0.813
*
```

For the gap between HOMO and LUMO, the calculation gives 8.7 eV. For the LUMO energy, the calculation gives -1.05 eV. The value obtained for the HOMO energy is -9.8 eV.

These are the Löwdin partial charges, in e, on atoms 1 to 6: atom 1 (C): -0.116, atom 2 (C): -0.105, atom 3 (C): -0.083, atom 4 (C): -0.375, atom 5 (C): -0.037, atom 6 (H): 0.010



c.
# C5H6O3

A structure of composition C5H6O3 (the ωB97M-V functional and the def2-TZVPD basis, the Open Molecules 2025 dataset).

```
! wB97M-V def2-TZVPD RIJCOSX def2/J DEFGRID3
* xyz 0 1
C -1.993 -0.012 -0.287
C 0.268 1.433 0.142
C 1.387 0.505 -0.494
C 1.320 -0.883 -0.279
C -0.141 -1.399 0.363
H 0.279 2.545 -0.439
H 0.723 1.662 1.465
H 2.175 1.311 -1.033
H 2.006 -1.549 -0.897
H -0.152 -2.455 0.546
H -0.090 -1.163 1.437
O -3.151 0.211 -0.302
O -1.248 1.062 0.104
O -1.382 -1.267 -0.326
*
```

For the gap between HOMO and LUMO, the calculation gives 10.5 eV. For the LUMO energy, the calculation gives 0.32 eV. The value obtained for the HOMO energy is -10.2 eV.

These are the Löwdin partial charges, in e, on atoms 1 to 6: atom 1 (C): -0.543, atom 2 (C): -0.133, atom 3 (C): -0.136, atom 4 (C): -0.027, atom 5 (C): -0.159, atom 6 (H): 0.151



Tell me which of them is the most stable. Sure, it is a.



a.
# C5H6O3

A structure of composition C5H6O3 (the ωB97M-V functional and the def2-TZVPD basis, the Open Molecules 2025 dataset).

```
! wB97M-V def2-TZVPD RIJCOSX def2/J DEFGRID3
* xyz 0 1
C 1.507 1.445 0.619
C 0.143 -0.361 -0.068
C 0.976 -1.231 -0.410
C -1.255 -0.780 -0.629
C -2.659 -0.002 -0.159
H 2.328 0.995 -0.394
H 1.813 1.019 1.677
H 1.354 2.632 0.885
H 1.927 -1.037 0.389
H 0.936 -2.301 -0.887
H -2.324 0.954 0.041
O 0.208 1.027 0.249
O -1.225 -1.699 -1.418
O -3.728 -0.661 0.105
*
```

For the gap between HOMO and LUMO, the calculation gives 8.8 eV. For the LUMO energy, the calculation gives -0.73 eV. The value obtained for the HOMO energy is -9.5 eV.

These are the Löwdin partial charges, in e, on atoms 1 to 6: atom 1 (C): -0.147, atom 2 (C): -0.340, atom 3 (C): 0.032, atom 4 (C): -0.219, atom 5 (C): -0.034, atom 6 (H): 0.184



b.
# C5H6O3

An isolated molecule of C5H6O3 (the ωB97M-V functional and the def2-TZVPD basis, the Open Molecules 2025 dataset).

```
! wB97M-V def2-TZVPD RIJCOSX def2/J DEFGRID3
* xyz 0 1
O 1.064 -1.847 -1.661
C 0.447 -0.953 -0.700
O -0.944 -0.862 -0.589
C -1.326 0.621 -0.635
C -1.273 1.485 0.496
C -0.368 0.929 1.657
C 0.955 0.539 1.160
O 1.250 -0.107 -0.067
H -1.547 1.032 -1.648
H -1.283 2.678 0.147
H -1.192 0.142 2.332
H -0.194 1.821 2.450
H 1.744 1.390 1.205
H 0.897 -0.263 2.180
*
```

For the gap between HOMO and LUMO, the calculation gives 10.0 eV. For the LUMO energy, the calculation gives 0.08 eV. The value obtained for the HOMO energy is -9.9 eV.

These are the Löwdin partial charges, in e, on atoms 1 to 6: atom 1 (O): -0.071, atom 2 (C): -0.347, atom 3 (O): 0.006, atom 4 (C): -0.032, atom 5 (C): -0.072, atom 6 (C): -0.283



c.
# C5H6O3

A structure of composition C5H6O3 (the ωB97M-V functional and the def2-TZVPD basis, the Open Molecules 2025 dataset).

```
! wB97M-V def2-TZVPD RIJCOSX def2/J DEFGRID3
* xyz 0 1
C 1.537 1.158 -0.196
C 0.526 -1.015 1.000
C -0.911 0.112 0.077
C -0.340 -1.989 0.183
C -1.249 -1.249 -0.447
O -0.515 0.005 1.358
O 0.726 0.025 -0.444
O -1.560 1.201 -0.315
H -1.360 1.929 0.292
H -0.129 -3.041 0.102
H -1.995 -1.454 -1.193
H 2.577 0.826 -0.177
H 1.296 1.617 0.770
H 1.395 1.876 -1.010
*
```

For the gap between HOMO and LUMO, the calculation gives 9.1 eV. For the LUMO energy, the calculation gives 0.58 eV. The value obtained for the HOMO energy is -8.5 eV.

These are the Löwdin partial charges, in e, on atoms 1 to 6: atom 1 (C): -0.085, atom 2 (C): 0.048, atom 3 (C): -0.531, atom 4 (C): -0.037, atom 5 (C): 0.033, atom 6 (O): -0.036



Tell me which of them is the most stable. Sure, it is c.



a.
# C5H6O3

An isolated molecule of C5H6O3 (the ωB97M-V functional and the def2-TZVPD basis, the Open Molecules 2025 dataset).

```
! wB97M-V def2-TZVPD RIJCOSX def2/J DEFGRID3
* xyz 0 1
C -0.736 0.358 2.214
C 0.118 -0.392 1.536
O 0.209 -1.913 1.667
C 0.403 -0.499 0.074
O 1.503 -0.930 -0.301
C -0.354 0.476 -0.876
C 0.254 0.664 -2.240
O -1.389 1.032 -0.557
H -1.063 0.052 3.204
H -1.121 1.290 1.811
H 0.959 -2.313 1.186
H 0.220 -0.279 -2.791
H -0.291 1.443 -2.781
H 1.286 1.011 -2.146
*
```

For the gap between HOMO and LUMO, the calculation gives 9.0 eV. For the LUMO energy, the calculation gives -0.87 eV. The value obtained for the HOMO energy is -9.8 eV.

These are the Löwdin partial charges, in e, on atoms 1 to 6: atom 1 (C): 0.108, atom 2 (C): -0.186, atom 3 (O): -0.036, atom 4 (C): -0.256, atom 5 (O): 0.085, atom 6 (C): -0.329



b.
# C5H6O3

A structure of composition C5H6O3 (the ωB97M-V functional and the def2-TZVPD basis, the Open Molecules 2025 dataset).

```
! wB97M-V def2-TZVPD RIJCOSX def2/J DEFGRID3
* xyz 0 1
C -0.687 1.231 0.327
C -1.105 -0.272 0.417
C 0.343 -0.876 0.282
C 0.602 -0.714 -1.168
C 0.810 1.069 0.071
H -1.918 -0.837 -0.059
H -1.491 -0.417 1.481
H 0.149 -1.780 0.950
H 1.434 -1.361 -1.517
H -0.435 -0.992 -1.481
H 1.294 1.910 0.144
O -1.178 2.320 0.779
O 0.982 0.682 -1.227
O 1.200 0.038 1.001
*
```

For the gap between HOMO and LUMO, the calculation gives 10.1 eV. For the LUMO energy, the calculation gives 0.48 eV. The value obtained for the HOMO energy is -9.6 eV.

These are the Löwdin partial charges, in e, on atoms 1 to 6: atom 1 (C): -0.190, atom 2 (C): -0.051, atom 3 (C): -0.306, atom 4 (C): -0.108, atom 5 (C): -0.334, atom 6 (H): 0.125



Tell me which of them is the most stable. Sure, it is a.



a.
# CH6NO2

A cluster of 2 separate species, CH6NO2 in total (the ωB97M-V functional and the def2-TZVPD basis, the Open Molecules 2025 dataset).

```
! wB97M-V def2-TZVPD RIJCOSX def2/J DEFGRID3
* xyz 1 1
O 0.206 0.175 1.867
H 0.861 0.841 2.108
H 0.257 -0.445 2.606
H 0.983 1.174 -1.654
C 0.035 -0.317 -1.036
N -1.009 -0.726 -0.409
O 0.597 0.818 -0.836
H 0.439 -1.009 -1.776
H -1.309 -0.306 0.465
H -1.389 -1.631 -0.650
*
```

For the gap between HOMO and LUMO, the calculation gives 11.6 eV. For the LUMO energy, the calculation gives -4.42 eV. The value obtained for the HOMO energy is -16.1 eV.

These are the Löwdin partial charges, in e, on atoms 1 to 6: atom 1 (O): -0.045, atom 2 (H): 0.069, atom 3 (H): 0.071, atom 4 (H): 0.174, atom 5 (C): -0.177, atom 6 (N): 0.253



b.
# CH6NO2

A cluster of 2 separate species, CH6NO2 in total (the ωB97M-V functional and the def2-TZVPD basis, the Open Molecules 2025 dataset).

```
! wB97M-V def2-TZVPD RIJCOSX def2/J DEFGRID3
* xyz 1 1
C -0.624 -0.444 0.015
N 0.195 -0.217 -0.962
O 0.767 0.610 1.458
O -1.538 0.310 0.434
H -0.803 -1.393 0.316
H 0.864 -0.939 -1.186
H 0.284 1.282 1.601
H 0.136 0.678 -1.343
H 1.304 0.366 2.231
H -1.583 1.291 0.311
*
```

For the gap between HOMO and LUMO, the calculation gives 12.9 eV. For the LUMO energy, the calculation gives -3.93 eV. The value obtained for the HOMO energy is -16.9 eV.

These are the Löwdin partial charges, in e, on atoms 1 to 6: atom 1 (C): -0.230, atom 2 (N): 0.260, atom 3 (O): 0.066, atom 4 (O): 0.189, atom 5 (H): 0.150, atom 6 (H): 0.167



Tell me which of them is the most stable. Sure, it is a.



a.
# H6NO

A cluster of 2 separate species, H6NO in total (the ωB97M-V functional and the def2-TZVPD basis, the Open Molecules 2025 dataset).

```
! wB97M-V def2-TZVPD RIJCOSX def2/J DEFGRID3
* xyz 1 1
O -0.744 1.030 -0.382
H -0.940 0.822 -1.324
H -1.456 1.653 -0.112
N 0.628 -0.701 0.364
H -0.133 -0.165 -0.096
H 0.219 -1.373 1.040
H 1.259 -0.046 0.865
H 1.168 -1.219 -0.355
*
```

For the gap between HOMO and LUMO, the calculation gives 13.9 eV. For the LUMO energy, the calculation gives -4.02 eV. The value obtained for the HOMO energy is -17.9 eV.

These are the Löwdin partial charges, in e, on atoms 1 to 6: atom 1 (O): -0.008, atom 2 (H): 0.122, atom 3 (H): 0.134, atom 4 (N): 0.265, atom 5 (H): -0.006, atom 6 (H): 0.165



b.
# H6NO

A cluster of 2 separate species, H6NO in total (the ωB97M-V functional and the def2-TZVPD basis, the Open Molecules 2025 dataset).

```
! wB97M-V def2-TZVPD RIJCOSX def2/J DEFGRID3
* xyz 1 1
N 0.253 -0.581 1.207
H 0.636 0.115 1.845
H -0.522 -1.106 1.589
H 0.010 -0.131 0.279
H 0.974 -1.268 1.011
H -0.163 1.453 -1.612
H -0.212 -0.094 -1.877
O -0.283 0.593 -1.198
*
```

For the gap between HOMO and LUMO, the calculation gives 13.1 eV. For the LUMO energy, the calculation gives -4.04 eV. The value obtained for the HOMO energy is -17.2 eV.

These are the Löwdin partial charges, in e, on atoms 1 to 6: atom 1 (N): 0.306, atom 2 (H): 0.159, atom 3 (H): 0.151, atom 4 (H): 0.086, atom 5 (H): 0.150, atom 6 (H): 0.088



Tell me which of them is the most stable. Sure, it is b.



a.
# C4H6O3Si

A cluster of 2 separate species, C4H6O3Si in total (the ωB97M-V functional and the def2-TZVPD basis, the Open Molecules 2025 dataset).

```
! wB97M-V def2-TZVPD RIJCOSX def2/J DEFGRID3
* xyz 0 1
C -0.741 -1.340 -0.214
C 0.427 -0.963 0.604
C -1.476 -0.339 -0.712
C 0.576 0.336 0.637
O 2.363 1.080 2.107
O -0.299 2.407 -1.319
O -1.779 2.091 0.829
Si -0.776 1.352 -0.188
H -0.953 -2.389 -0.361
H 1.036 -1.708 1.082
H -2.349 -0.526 -1.312
H 3.060 0.606 1.653
H 0.413 2.211 -1.925
H -1.419 2.661 1.508
*
```

For the gap between HOMO and LUMO (spin up / spin down), the calculation gives 8.3 / 8.3 eV. For the LUMO energy (spin up / spin down), the calculation gives -1.22 / -1.22 eV. The value obtained for the HOMO energy (spin up / spin down) is -9.5 / -9.5 eV.

These are the Löwdin partial charges, in e, on atoms 1 to 6: atom 1 (C): -0.163, atom 2 (C): -0.143, atom 3 (C): -0.088, atom 4 (C): 0.074, atom 5 (O): -0.237, atom 6 (O): -0.076



b.
# C4H6O3Si

An isolated molecule of C4H6O3Si (the ωB97M-V functional and the def2-TZVPD basis, the Open Molecules 2025 dataset).

```
! wB97M-V def2-TZVPD RIJCOSX def2/J DEFGRID3
* xyz 0 1
O 0.613 -2.063 0.646
Si 0.379 -1.710 -0.822
O 0.518 -2.829 -1.939
C -0.049 -0.051 -1.508
C -0.376 0.926 -0.634
C -0.047 0.580 0.725
C -0.425 1.572 1.613
O -0.032 1.594 2.899
H 0.652 -2.841 -2.891
H -0.240 -0.016 -2.572
H -1.032 1.799 -0.798
H 0.617 -0.163 1.073
H -1.124 2.399 1.331
H 0.548 0.803 2.878
*
```

For the gap between HOMO and LUMO, the calculation gives 8.7 eV. For the LUMO energy, the calculation gives 0.20 eV. The value obtained for the HOMO energy is -8.5 eV.

These are the Löwdin partial charges, in e, on atoms 1 to 6: atom 1 (O): -0.304, atom 2 (Si): 0.428, atom 3 (O): -0.094, atom 4 (C): -0.158, atom 5 (C): -0.166, atom 6 (C): -0.146



Tell me which of them is the most stable. Sure, it is b.